Entry 1:
This record from the Open Molecules 2025 dataset describes a cluster of 17 separate species, C3H40O17 in total at a distorted geometry. The level of theory is wB97M-V/def2-TZVPD.

Computed properties:
**Multiplicity**: 1
**Lowest unoccupied orbital energy**: 0.2 eV
**Frontier orbital gap**: 10.0967 eV
**Energy above the lowest of the compared OMol25 structures with the same formula, charge and spin**: 120.6 kcal per mole

CARTESIAN COORDINATES (ANGSTROEM)
H -2.7999 1.1128 3.7997
H -3.7064 0.2579 -1.6659
H -3.5455 -1.9675 -1.5286
O -0.2316 -0.6439 -2.8863
H 3.1789 2.4474 0.5956
H -0.0430 -4.1559 -1.0738
O -2.5054 0.7390 0.8497
H 1.8038 -0.5090 3.7565
O -3.4761 1.2698 -1.7185
H 1.3683 -4.7451 -1.7422
O 2.0281 0.7415 -3.5065
H -0.0542 -0.5914 1.3346
H 3.2559 0.1773 0.0435
H -3.0728 1.1148 0.0446
H 1.7847 2.4004 2.2361
H 1.7550 -1.0717 1.0427
O 3.0184 3.0211 1.2940
O -1.2317 2.8697 1.9153
H -0.2083 -2.1364 2.9587
H 2.0491 0.7932 -4.4746
O -2.6405 -2.2814 0.1122
H 3.1315 1.1173 -1.2900
H -0.2141 2.5296 -1.1391
O 1.5698 -1.2607 3.3067
H 2.4990 -2.4771 0.6091
H -2.4327 -2.9839 0.7697
C 0.9440 -3.8068 -1.3551
H 1.2482 4.1397 -2.1684
C 0.8108 -2.7077 -2.4190
H 0.7415 -0.9802 -1.0585
H -2.5810 0.2682 2.5432
O 0.5211 4.2638 -1.3888
H -0.6888 0.1766 -2.5676
O -2.4898 0.3100 3.5152
H -1.9378 3.3612 2.3513
H 1.8745 -2.3528 -2.7068
H 0.4900 -3.2374 -3.3875
H -0.9678 -1.8145 -1.2709
H -0.4153 2.7676 2.4496
H -2.2883 -1.5240 0.4714
H -2.5623 1.3516 -1.9366
H 2.2919 -1.4716 2.6943
H 1.0227 4.6714 -0.7581
O 0.3029 -0.0054 0.6584
H -0.6121 0.2573 0.2891
O 3.4789 1.0735 -0.4883
H 1.5080 -3.5601 -0.4260
O 2.6185 -1.5030 0.7619
C -0.0234 -1.5480 -1.8106
O -3.2916 -1.5663 -2.3465
O -0.7603 -1.4411 2.4802
O 1.0214 1.8330 2.4869
H 0.7704 1.2473 1.7915
H -2.0320 1.5209 1.1164
H -1.2423 -0.8256 3.0775
H 3.6350 2.9444 2.0388
H 1.3190 0.0904 -3.2486
O -0.7585 1.9757 -0.6752
H -0.6826 2.3917 0.3158
H -2.5451 -2.0675 -2.6722

Atomic partial charges in e from the Mulliken method, atoms 1 to 2:
1 H 0.272
2 H 0.426

Entry 2:
This record from the Open Molecules 2025 dataset describes an isolated molecule of C7H6N2O3S at a distorted geometry. The level of theory is wB97M-V/def2-TZVPD.

Computed properties:
**Multiplicity**: 1
**Lowest unoccupied orbital energy**: 0.1 eV
**Frontier orbital gap**: 9.6695 eV
**SMILES**: O=C1Nc2ccccc2S(=O)(=O)N1
**Energy above the lowest of the compared OMol25 structures with the same formula, charge and spin**: 0.0 kcal per mole

CARTESIAN COORDINATES (ANGSTROEM)
C -1.3921 1.0857 1.6279
H 0.8742 -3.4954 -1.0009
C -0.0025 -1.9528 0.2134
O 1.0533 2.6407 0.7660
H -1.6900 2.8804 0.9431
C 1.3423 -1.4874 -1.7189
C 0.4067 0.2740 -0.4521
H -1.0746 -0.7842 2.2960
C -0.1095 -0.6191 0.4589
C 0.7308 -2.4101 -0.8899
N -1.3655 1.9920 0.6732
C 1.1882 -0.1181 -1.5351
O -2.1880 1.2982 2.5294
H 1.9019 -1.8422 -2.5847
H -0.4547 -2.6965 0.8552
H 1.6075 0.6060 -2.2309
N -0.7823 -0.1261 1.5550
O -0.1022 2.7433 -1.3800
S 0.0565 2.0116 -0.1257

Atomic partial charges in e from the Mulliken method, atoms 1 to 2:
1 C 0.373
2 H 0.348